# 1
Here is a structure of composition C36H76N6O12V in a non-equilibrium geometry from OMol25. Energies are from ωB97M-V/def2-TZVPD.

Results
Energy above the lowest of the compared OMol25 structures with the same formula, charge and spin = 318.8 kcal per mole
Orbital gap = 0.084 Ha
F_max = 0.0890 Eh/bohr
Net charge = -1

Atoms and positions in Å:
O -1.17213 0.45235 -0.48449
V -0.53291 1.36215 0.74868
O -0.63267 0.56338 2.12192
N -4.23316 5.41739 2.54030
O -3.61535 4.36960 2.14401
O -5.18707 5.48970 3.27196
O -3.92217 6.43295 1.96606
N 0.86144 7.44091 -0.36085
O 1.05162 8.22183 0.57504
O 0.40748 7.84171 -1.44662
O 0.89120 6.23303 -0.14929
C 0.16484 6.72270 10.90940
C 0.82830 6.22131 9.65093
C 2.35737 6.45387 9.68760
C 3.14182 5.43463 10.38011
C 2.78687 3.94001 10.01467
C 1.32193 3.62888 9.92380
N 0.64609 4.76765 9.27465
O -0.74204 4.50131 8.96569
C 1.14549 2.38708 9.00941
C 0.94296 3.29681 11.36619
C 0.36752 7.02050 8.44438
H -0.79868 6.31322 11.21282
H -0.02608 7.79378 10.84270
H 0.81771 6.41466 11.72609
H 2.82987 6.92584 8.82616
H 2.42091 7.37425 10.26809
H 3.25636 5.42921 11.46406
H 4.14774 5.43341 9.96029
H 3.22947 3.27187 10.75344
H 3.20302 3.66017 9.04689
H 1.14659 1.42886 9.52895
H 0.18769 2.25681 8.50569
H 1.77998 2.46236 8.12632
H 0.68162 4.26766 11.78718
H 0.01329 2.75543 11.54149
H 1.74361 2.84996 11.95557
H 0.60131 8.07738 8.57260
H -0.66631 6.95178 8.10588
H 0.86803 6.75464 7.51330
H -0.65177 4.12675 8.08639
C -4.85936 -9.81415 2.50149
C -3.91852 -9.89926 1.29852
C -4.58015 -10.75912 0.18940
C -5.74400 -10.08427 -0.48075
C -5.39337 -8.76260 -1.05144
C -4.62083 -7.79191 0.00936
N -3.62296 -8.57467 0.70222
O -2.78066 -7.85558 1.52951
C -3.88819 -6.65417 -0.83881
C -5.57685 -7.13247 0.99132
C -2.65522 -10.71810 1.60761
H -4.82154 -10.63913 3.21290
H -5.93187 -9.62548 2.45394
H -4.44684 -9.03239 3.13928
H -3.93724 -11.02230 -0.65055
H -4.81309 -11.73330 0.61928
H -6.61930 -9.94109 0.15284
H -6.08062 -10.81229 -1.21884
H -6.37839 -8.36344 -1.29335
H -4.84131 -9.05396 -1.94499
H -3.10823 -7.13134 -1.43216
H -4.55103 -6.14596 -1.53914
H -3.42318 -5.88542 -0.22165
H -6.15497 -7.81739 1.61161
H -5.13152 -6.51584 1.77205
H -6.26539 -6.60496 0.33121
H -2.93986 -11.72835 1.90171
H -2.18042 -10.23231 2.46006
H -1.80922 -10.55315 0.94040
H -3.32807 -7.26231 2.04909
C 7.13953 2.00359 -0.06602
C 5.80551 2.89214 -0.09788
C 6.31240 4.32150 -0.50452
C 6.72527 4.64055 -1.93638
C 5.63325 4.13146 -2.84525
C 5.22300 2.71198 -2.65663
N 4.97823 2.46009 -1.23179
O 4.17499 1.38463 -1.11176
C 3.84845 2.65304 -3.47810
C 6.24833 1.69461 -3.29328
C 5.17886 3.05855 1.37080
H 6.86002 0.95740 0.05831
H 7.92784 2.33886 0.60796
H 7.64398 1.95433 -1.03101
H 5.61314 5.06638 -0.12464
H 7.25061 4.52168 0.01296
H 7.70246 4.17654 -2.07014
H 6.87830 5.71446 -2.04309
H 5.96975 4.23432 -3.87690
H 4.86028 4.89156 -2.73180
H 3.96392 3.05283 -4.48554
H 3.56086 1.60472 -3.55818
H 3.06181 3.28498 -3.06587
H 6.16442 1.77950 -4.37672
H 7.30100 1.80099 -3.03122
H 6.07165 0.62989 -3.14077
H 4.40985 3.82223 1.25452
H 5.98842 3.43178 1.99801
H 4.66065 2.13360 1.62388
H 4.68940 0.63790 -1.42700
C 0.11659 -0.26736 -10.23118
C -1.18175 -1.10870 -10.29121
C -1.08158 -2.31806 -9.45166
C -1.35689 -2.03854 -7.99205
C -2.79423 -1.56952 -7.88721
C -2.96618 -0.16973 -8.59132
N -2.40189 -0.30888 -9.98646
O -2.75080 0.66621 -10.90673
C -4.51476 0.23787 -8.66088
C -2.14291 0.89175 -7.81936
C -1.28692 -1.58093 -11.76715
H 0.32050 -0.05362 -9.18198
H 0.91155 -0.97323 -10.47177
H 0.16895 0.60833 -10.87811
H -1.71489 -3.11258 -9.84634
H -0.11904 -2.82913 -9.47213
H -1.33682 -3.01688 -7.51187
H -0.71073 -1.35601 -7.44000
H -3.07518 -1.52186 -6.83512
H -3.56363 -2.29011 -8.16445
H -5.05320 -0.57817 -9.14281
H -4.56431 1.19999 -9.17073
H -4.65361 0.48995 -7.60955
H -1.99055 0.45153 -6.83392
H -2.70714 1.81498 -7.68748
H -1.18511 1.09610 -8.29786
H -0.63654 -2.42808 -11.98499
H -2.30043 -1.95926 -11.90034
H -0.98690 -0.90855 -12.57089
H -3.54731 0.34531 -11.33593

# 2
Here is a structure of composition C41H40LaN8O2 in a non-equilibrium geometry from OMol25. Energies are from ωB97M-V/def2-TZVPD.

Results
Energy above the lowest of the compared OMol25 structures with the same formula, charge and spin = 10.5 kcal per mole
Orbital gap = 0.256 Ha
F_max = 0.0275 Eh/bohr
Net charge = +1

Atoms and positions in Å:
La 0.72096 -0.56767 0.21283
C -2.14560 -0.49505 2.52147
C -2.33356 0.87654 1.85428
C -2.65097 0.78567 0.38000
C -3.86030 1.24394 -0.12491
C -4.11012 1.15253 -1.48397
C -3.14069 0.60908 -2.31161
C -1.96490 0.17804 -1.72977
N -1.72422 0.24764 -0.41973
N -0.72080 -0.89079 2.64691
C -0.60840 -2.34814 2.85362
C -1.09646 -3.17521 1.68299
C -1.34518 -4.52701 1.86461
C -1.83828 -5.26258 0.80344
C -2.09735 -4.62002 -0.39897
C -1.79890 -3.27619 -0.49620
N -1.28425 -2.56562 0.51256
C -0.10300 -0.17707 3.78270
C 1.01357 0.79237 3.45874
C 1.60379 1.50380 4.49657
C 2.62389 2.38983 4.21247
C 3.03314 2.55096 2.89411
C 2.40260 1.80951 1.92140
N 1.41103 0.94218 2.19574
H -2.65976 -1.24994 1.93424
H -2.60271 -0.49394 3.51726
H -1.42972 1.48038 1.98640
H -3.13964 1.41712 2.34856
H -4.59281 1.67400 0.54513
H -5.04642 1.50877 -1.89309
H -3.28231 0.53063 -3.38004
H -1.17260 -0.23189 -2.35166
H -1.17636 -2.65807 3.74084
H 0.44196 -2.59638 3.02837
H -1.15178 -4.98998 2.82379
H -2.03199 -6.32130 0.91532
H -2.51270 -5.14902 -1.24518
H -1.97030 -2.73836 -1.42270
H 0.28978 -0.90157 4.50124
H -0.86954 0.38473 4.32320
H 1.25802 1.35922 5.51240
H 3.09478 2.95358 5.00734
H 3.82191 3.23913 2.62583
H 2.67113 1.91000 0.87485
C 7.60535 3.00915 1.34862
O 8.19991 2.39357 0.22195
C 7.54790 2.48534 -0.96424
C 6.37404 3.20917 -1.15846
C 5.77000 3.22008 -2.40977
C 6.33673 2.52782 -3.46666
C 7.55094 1.87309 -3.28441
C 8.14278 1.82743 -2.03922
N 5.80978 2.54354 -4.81108
N 4.60457 2.38447 -5.04645
C 3.66646 2.02033 -4.00955
C 2.55777 2.80621 -3.88542
C 1.59787 2.58068 -2.87430
C 1.73629 1.53521 -1.99680
O 0.89544 1.28955 -0.99516
C 2.84273 0.64104 -2.18071
N 2.90603 -0.43709 -1.33647
C 3.88717 -1.30101 -1.48640
C 4.84490 -1.19273 -2.50953
C 4.78844 -0.12739 -3.36121
C 3.79241 0.86124 -3.19165
H 8.22997 2.75412 2.19924
H 6.59305 2.62971 1.51638
H 7.57362 4.09566 1.23617
H 5.93310 3.78144 -0.35533
H 4.86102 3.78834 -2.55706
H 8.01845 1.39367 -4.13626
H 9.07850 1.30806 -1.87902
H 2.45004 3.64807 -4.55891
H 0.74264 3.23679 -2.77169
H 3.90986 -2.13133 -0.78832
H 5.60095 -1.95838 -2.61536
H 5.49133 -0.04200 -4.17931
C 3.13551 -2.17796 2.68851
C 2.69473 -3.04497 1.54532
C 3.04629 -4.35190 1.29547
C 2.47450 -4.69796 0.04172
C 1.80038 -3.58448 -0.40231
C 1.17769 -3.37063 -1.75869
N 1.90841 -2.56438 0.51961
H 4.14547 -1.78731 2.53850
H 3.14351 -2.73071 3.62990
H 2.48435 -1.31159 2.82721
H 3.65482 -4.98152 1.92826
H 2.55890 -5.64303 -0.47533
H 0.62812 -4.25849 -2.07097
H 1.94498 -3.16320 -2.50794
H 0.47351 -2.52983 -1.78995

# 3
Here is a cluster of 2 separate species, C2H9N2O2 in total in a non-equilibrium geometry from OMol25. Energies are from ωB97M-V/def2-TZVPD.

Results
Energy above the lowest of the compared OMol25 structures with the same formula, charge and spin = 46.5 kcal per mole
Orbital gap = 0.424 Ha
F_max = 0.1072 Eh/bohr
Net charge = +1

Atoms and positions in Å:
N 1.71892 -0.27832 0.20968
C 0.55200 0.57421 0.60722
C -0.33794 0.57274 -0.65789
N -1.44128 1.36106 -0.71833
O 0.14509 -0.07629 -1.55012
H 2.36826 -0.44859 0.91128
H 1.29922 -1.27403 -0.19843
H 2.09014 0.02973 -0.63348
H 0.95924 1.74743 0.60406
H 0.23051 0.23679 1.63118
H -2.07471 1.72380 -0.01310
H -1.91072 1.59245 -1.74408
H -1.45195 -2.06878 1.25300
H -1.25072 -1.97346 -0.25685
O -0.89605 -1.71873 0.55587

# 4
Here is a cluster of 2 separate species, C3H8NO in total in a non-equilibrium geometry from OMol25. Energies are from ωB97M-V/def2-TZVPD.

Results
Energy above the lowest of the compared OMol25 structures with the same formula, charge and spin = 25.3 kcal per mole
Orbital gap = 0.240 Ha
F_max = 0.0640 Eh/bohr
Net charge = -1

Atoms and positions in Å:
C -0.99922 -1.78654 0.76151
O -0.54505 -1.89092 -0.61503
H -0.25722 -1.14323 1.34583
H -1.17012 -2.79349 1.24417
H -2.04767 -1.32523 0.65353
C 1.05831 1.97725 0.84489
C 0.15158 1.53472 -0.16154
N 0.44674 0.56025 -1.04703
H 2.15382 1.58619 1.09145
H 0.76458 2.91785 1.34994
H -0.82414 2.08761 -0.13824
H 1.47551 0.52778 -1.12202
H -0.12557 -1.00444 -0.84435

no.,E_HOMO (eV),DFT total energy (hartree)
1,-4.899,-3591.9219
2,-9.378,-2206.4064
3,-14.747,-341.3261
4,-2.136,-249.0463